No. 1
{
  "formula": "CClF3O2S",
  "method": "the ωB97M-V functional and the def2-TZVPD basis",
  "elements": ["O", "S", "O", "Cl", "C", "F", "F", "F"],
  "xyz": [[-1.49018, -0.26462, -1.56026], [-1.02812, 0.39204, -0.30545], [-1.12872, 1.81745, -0.21531], [-1.97958, -0.39293, 1.29364], [0.66504, -0.44291, -0.15851], [1.57872, -0.10140, -1.02607], [0.47334, -1.76359, -0.39718], [1.11869, -0.31178, 1.05270]],
  "atomic_forces_ev_per_a": [[0.9, 1.5, 3.3], [-1.8, -1.0, -4.6], [0.9, -0.9, 0.5], [0.3, 0.0, -0.2], [0.1, -2.1, -0.1], [-0.1, 1.4, -0.5], [-0.7, 0.7, 0.5], [0.4, 0.5, 1.1]],
  "e_above_lowest_ev": 0.534,
  "homo_ev": -12.11,
  "smiles": "O=S(=O)(Cl)C(F)(F)F"
}


No. 2
{
  "formula": "CClFN2O",
  "method": "the ωB97M-V functional and the def2-TZVPD basis",
  "elements": ["C", "N", "N", "O", "F", "Cl"],
  "xyz": [[0.36581, 0.43509, -0.90569], [1.12851, 1.13362, -1.39684], [-0.37078, -1.05707, 0.70754], [-0.51746, -0.32905, -0.37859], [-1.41371, 0.56072, 2.09687], [1.13263, -1.08236, 1.37787]],
  "atomic_forces_ev_per_a": [[1.1, 0.7, 0.2], [0.3, 0.3, -0.3], [-1.1, 1.1, 1.8], [-1.4, -0.9, -0.1], [1.2, -1.6, -1.4], [-0.1, 0.4, -0.3]],
  "e_above_lowest_ev": 2.651,
  "homo_ev": [-10.98, -10.97]
}


No. 3
{
  "formula": "CClFOS",
  "method": "the ωB97M-V functional and the def2-TZVPD basis",
  "elements": ["C", "O", "F", "S", "Cl"],
  "xyz": [[-0.97642, 0.51496, -0.00881], [2.33751, 0.26655, 0.92374], [-1.37302, 0.85904, 1.16330], [1.65748, -0.43140, -0.11300], [-1.65440, -0.99561, -0.33978]],
  "atomic_forces_ev_per_a": [[0.7, 0.7, -0.6], [1.8, 1.8, 2.7], [-0.1, 0.3, 0.8], [-1.7, -1.7, -2.6], [-0.7, -1.1, -0.3]],
  "e_above_lowest_ev": 4.248,
  "homo_ev": [-9.16, -8.74]
}


No. 4
{
  "formula": "CClN3O12Zr2",
  "method": "the ωB97M-V functional and the def2-TZVPD basis",
  "elements": ["Zr", "Zr", "C", "O", "O", "O", "Cl", "N", "O", "O", "O", "N", "O", "O", "O", "N", "O", "O", "O"],
  "xyz": [[0.82609, -1.04648, 0.53304], [-3.54769, 2.60733, 2.28667], [-0.74520, -3.28642, -0.30946], [0.40777, -2.79325, -0.62499], [-1.03842, -4.20824, 0.48862], [-1.14864, -2.25834, 0.44815], [-2.51566, 0.59112, 3.08844], [2.02658, -0.75159, -2.02744], [2.62330, -0.91239, -0.87130], [2.51562, -0.61528, -3.10374], [0.86808, -0.45122, -1.74945], [1.99512, 2.13315, 1.11320], [3.21466, 2.01599, 1.04742], [1.29991, 1.22304, 0.45431], [1.52221, 3.22739, 1.41772], [-2.07806, 1.07992, -0.55659], [-2.55214, 1.84711, 0.36435], [-1.10370, 0.35251, -0.35337], [-2.56981, 1.24566, -1.64557]],
  "atomic_forces_ev_per_a": [[-0.3, 2.2, -6.6], [3.4, -4.2, -2.4], [3.2, 1.7, 8.1], [3.2, -1.8, -3.9], [-0.5, -1.6, -3.7], [-3.6, 3.9, 1.3], [-1.5, 2.3, -0.2], [1.8, 2.2, -0.1], [1.1, -2.1, 1.2], [-0.1, -1.1, 1.8], [-4.3, 0.0, 0.5], [3.8, 3.4, -1.7], [-0.9, -1.3, 0.9], [-2.2, -2.9, 1.3], [-1.7, -2.0, 0.4], [0.0, 0.2, -3.4], [-1.6, 2.0, 4.2], [-0.1, -0.4, 1.5], [0.3, -0.7, 0.8]],
  "e_above_lowest_ev": 0.000,
  "total_charge": 2,
  "homo_ev": -15.45
}


No. 5
{
  "formula": "CClNa5O7",
  "method": "the ωB97M-V functional and the def2-TZVPD basis",
  "elements": ["Na", "Na", "Na", "Na", "Na", "Cl", "O", "O", "O", "O", "C", "O", "O", "O"],
  "xyz": [[-5.15448, 0.23292, 1.26807], [1.36789, 0.77650, 2.68170], [-2.91378, 1.27944, -3.35817], [1.07217, -1.40583, -1.30734], [0.91102, 2.33762, -2.51229], [-1.72412, 0.46958, 0.11996], [-2.52430, 1.21631, 0.86822], [-0.66389, -0.25001, 0.74113], [-2.71365, -0.34173, -0.37714], [-1.22471, 1.15433, -1.02224], [3.37479, -1.37331, 0.69575], [2.16618, -1.13194, 0.84802], [3.81615, -2.18285, -0.11613], [4.21073, -0.78103, 1.47046]],
  "atomic_forces_ev_per_a": [[0.1, -0.1, 0.1], [0.5, -0.8, -0.2], [-0.4, -0.2, 0.2], [0.7, -0.8, 1.1], [0.3, 0.4, 0.2], [1.8, -4.4, -2.3], [-2.2, 8.1, 7.6], [0.5, 0.7, 0.5], [-2.8, -6.5, -4.0], [2.6, 2.6, -2.8], [1.7, -0.6, 0.6], [-3.5, 1.7, -0.1], [0.5, -0.2, -0.9], [0.2, 0.1, -0.1]],
  "e_above_lowest_ev": 0.411,
  "spin_multiplicity": 2,
  "s_squared": 0.76,
  "total_charge": 3,
  "homo_ev": [-17.04, -16.66]
}


No. 6
{
  "formula": "CCrF3OS",
  "method": "the ωB97M-V functional and the def2-TZVPD basis",
  "elements": ["Cr", "S", "O", "C", "F", "F", "F"],
  "xyz": [[2.93618, -0.70270, 0.55945], [0.40048, -0.15371, -1.16563], [1.31093, -1.09522, -0.28409], [-0.90529, 0.24898, -0.10157], [-1.17778, -0.61874, 0.84015], [-2.03075, 0.56053, -0.70125], [-0.53378, 1.76086, 0.85294]],
  "atomic_forces_ev_per_a": [[0.4, 0.2, 0.3], [0.1, 0.3, -0.6], [-0.3, -0.3, 0.0], [-0.5, 1.9, 2.0], [0.5, 0.4, 0.3], [0.5, 0.6, -0.1], [-0.7, -3.1, -1.9]],
  "e_above_lowest_ev": 0.000,
  "spin_multiplicity": 6,
  "s_squared": 8.76,
  "homo_ev": [-8.19, -8.97]
}


No. 7
{
  "formula": "CF2Li2O3",
  "method": "the ωB97M-V functional and the def2-TZVPD basis",
  "elements": ["Li", "Li", "C", "O", "O", "O", "F", "F"],
  "xyz": [[12.16000, -14.52381, 7.96098], [10.95902, -13.58242, 5.51742], [13.61180, -12.64320, 6.81840], [13.38035, -13.72333, 6.31342], [12.90235, -12.50657, 7.84132], [14.12938, -11.71419, 6.20101], [10.21677, -13.95754, 7.38746], [13.25877, -16.39408, 8.39259]],
  "atomic_forces_ev_per_a": [[0.2, -1.0, 0.2], [0.1, -0.3, 2.0], [-1.1, 3.8, -1.0], [-0.7, -5.1, -2.4], [-0.4, 0.6, 2.8], [1.5, 0.9, 0.2], [1.1, 0.0, -1.6], [-0.8, 1.1, -0.2]],
  "spin_multiplicity": 2,
  "s_squared": 0.76,
  "total_charge": -1,
  "homo_ev": [-4.80, -4.80]
}


No. 8
{
  "formula": "CF2O2S",
  "method": "the ωB97M-V functional and the def2-TZVPD basis",
  "elements": ["O", "C", "O", "F", "S", "F"],
  "xyz": [[2.25716, -0.22210, -0.57521], [1.37993, -0.17893, 0.18218], [0.46251, -0.19714, 0.91260], [-0.95228, 1.36275, -0.31754], [-1.79676, 0.19063, 0.42932], [-1.35056, -0.95522, -0.63135]],
  "atomic_forces_ev_per_a": [[-0.3, 0.3, 0.3], [-0.6, -0.5, 0.2], [3.3, -0.2, 0.0], [-0.6, -0.2, 0.6], [-1.4, 0.5, -1.8], [-0.4, 0.3, 0.7]],
  "e_above_lowest_ev": 0.519,
  "homo_ev": -9.31,
  "smiles": "O=C=O.FSF"
}


No. 9
{
  "formula": "CF2O3",
  "method": "the ωB97M-V functional and the def2-TZVPD basis",
  "elements": ["C", "O", "O", "O", "F", "F"],
  "xyz": [[1.63686, -0.12331, 0.28259], [1.89969, -0.46439, -0.79990], [1.20564, 0.16168, 1.32140], [-0.65750, 0.53448, -0.93381], [-2.87842, -0.20821, -0.01594], [-1.20626, 0.09974, 0.14566]],
  "atomic_forces_ev_per_a": [[-0.8, -0.6, -0.8], [0.6, 0.4, 0.8], [0.7, 0.2, 0.1], [-0.1, 0.2, -0.4], [-0.3, -0.1, 0.0], [-0.1, 0.0, 0.2]],
  "e_above_lowest_ev": 3.813,
  "homo_ev": [-12.45, -12.37]
}


No. 10
{
  "formula": "CF3GaMgNO4S3",
  "method": "the ωB97M-V functional and the def2-TZVPD basis",
  "elements": ["Ga", "N", "S", "O", "C", "F", "F", "F", "Mg", "S", "O", "S", "O", "O"],
  "xyz": [[0.10588, 2.19175, 0.68970], [0.06598, 0.87370, 1.93263], [-0.33628, -0.51802, 1.59864], [-1.01613, -0.87494, 0.26470], [1.20880, -1.51284, 1.25264], [2.05640, -1.43278, 2.26884], [1.78700, -1.00596, 0.15655], [0.93042, -2.79085, 1.02858], [-0.87224, -0.00514, -1.42995], [-0.13773, 2.78240, -2.36248], [-0.43575, 1.86427, -1.00082], [-1.41587, 1.59566, -3.63810], [-0.80718, 0.10854, -3.37124], [-1.13329, -1.27578, 2.61031]],
  "atomic_forces_ev_per_a": [[1.0, 1.1, 2.9], [0.2, 1.4, -0.8], [-3.1, -5.5, 2.6], [0.4, 1.6, -1.1], [-0.1, -0.4, 1.1], [-0.1, 0.2, -0.2], [0.2, 0.3, -0.5], [-0.1, 0.4, -0.1], [0.1, -1.5, 0.9], [-1.5, -0.8, -0.9], [-0.4, -0.4, -2.5], [2.8, -1.7, 1.0], [-1.8, 3.1, -0.3], [2.5, 2.3, -2.1]],
  "e_above_lowest_ev": 0.000,
  "total_charge": 1,
  "homo_ev": [-13.77, -13.15]
}


No. 11
{
  "formula": "CF3IS",
  "method": "the ωB97M-V functional and the def2-TZVPD basis",
  "elements": ["C", "F", "F", "F", "S", "I"],
  "xyz": [[-0.20940, -0.41384, 0.75984], [0.49197, -0.96390, 1.77993], [-1.00653, -1.31598, 0.06925], [-0.93494, 0.56148, 1.27504], [1.58492, 0.36199, -1.50577], [0.07397, 1.77025, -2.37829]],
  "atomic_forces_ev_per_a": [[-0.5, -1.0, 0.4], [-0.8, -0.1, -1.3], [1.3, 1.3, 1.5], [-0.2, -0.2, -0.5], [0.7, -0.6, 0.3], [-0.6, 0.6, -0.4]],
  "spin_multiplicity": 3,
  "s_squared": 2.01,
  "homo_ev": [-8.85, -9.05]
}


No. 12
{
  "formula": "CF3IrOS",
  "method": "the ωB97M-V functional and the def2-TZVPD basis",
  "elements": ["Ir", "S", "O", "C", "F", "F", "F"],
  "xyz": [[1.80777, -0.90071, -0.37084], [-0.04614, 1.50145, 0.26322], [1.27532, 0.84214, -0.20504], [-1.19984, 0.32017, 0.04222], [-2.40567, 0.50852, 0.41617], [1.41521, -2.43155, 0.35341], [-1.04162, -0.64261, -0.77635]],
  "atomic_forces_ev_per_a": [[1.6, 0.3, -1.0], [-1.1, 1.5, 1.5], [0.4, 1.9, -1.0], [-2.3, 0.7, -0.9], [1.4, -0.2, -0.1], [-0.4, -3.7, 1.1], [0.3, -0.7, 0.4]],
  "e_above_lowest_ev": 0.499,
  "spin_multiplicity": 5,
  "s_squared": 6.01,
  "total_charge": 2,
  "homo_ev": [-21.28, -21.74]
}


No. 13
{
  "formula": "CF3KMgNO4S3",
  "method": "the ωB97M-V functional and the def2-TZVPD basis",
  "elements": ["K", "N", "S", "O", "C", "F", "F", "F", "Mg", "S", "O", "S", "O", "O"],
  "xyz": [[0.34614, 0.51767, 7.77875], [0.98231, -1.60273, 6.63794], [1.66192, -2.05057, 5.41067], [1.62424, -1.12108, 4.18945], [3.46907, -1.87101, 5.85597], [3.74575, -2.67098, 6.88145], [3.64905, -0.60428, 6.25579], [4.25675, -2.14770, 4.82809], [-0.14800, -0.15887, 4.62396], [-2.65531, 0.29702, 6.24708], [-1.16042, 1.04902, 5.97462], [-1.97278, -2.14171, 5.48566], [-1.54352, -1.45925, 4.06710], [0.97248, -3.40354, 5.03235]],
  "atomic_forces_ev_per_a": [[0.1, -0.2, 0.8], [0.6, 2.2, 0.1], [-5.0, -3.1, 0.8], [0.1, 0.5, 0.0], [-1.9, -0.8, -0.6], [0.6, -0.1, 0.1], [0.7, 0.1, -0.2], [1.1, 0.1, -0.1], [-0.4, -1.6, 1.0], [1.3, -1.3, -0.1], [-0.5, -0.8, -1.3], [-0.7, 3.4, -1.0], [0.1, -0.6, 1.0], [3.9, 2.4, -0.5]],
  "e_above_lowest_ev": 0.000,
  "total_charge": -1,
  "homo_ev": [-3.50, -3.50]
}


No. 14
{
  "formula": "CF3NO",
  "method": "the ωB97M-V functional and the def2-TZVPD basis",
  "elements": ["C", "N", "O", "F", "F", "F"],
  "xyz": [[-0.28503, -0.19165, 0.58664], [0.18541, 0.53905, -0.48474], [-1.44787, -0.40642, 0.76088], [0.70863, -0.55123, 1.37807], [-0.61270, 0.26390, -1.59506], [1.45157, 0.34635, -0.64579]],
  "atomic_forces_ev_per_a": [[-0.4, 0.8, 1.3], [1.9, 0.3, 4.8], [-0.5, -0.2, 0.2], [0.5, -0.7, 0.5], [-4.7, -0.8, -6.6], [3.3, 0.6, -0.2]],
  "e_above_lowest_ev": 5.328,
  "spin_multiplicity": 3,
  "s_squared": 2.01,
  "homo_ev": [-7.15, -12.34]
}


No. 15
{
  "formula": "CF3NO2",
  "method": "the ωB97M-V functional and the def2-TZVPD basis",
  "elements": ["C", "N", "O", "O", "F", "F", "F"],
  "xyz": [[0.43147, 0.16710, 0.47372], [-0.55599, -0.23657, -0.63098], [-0.86743, -1.38255, -0.61308], [-0.83083, 0.62580, -1.44477], [1.17022, -0.83795, 0.90155], [-0.26817, 0.60798, 1.56493], [1.17702, 1.18166, 0.04282]],
  "atomic_forces_ev_per_a": [[0.2, 1.4, 1.7], [1.9, 2.7, 1.9], [-1.2, -6.8, 1.0], [-0.4, 3.9, -2.4], [-0.3, 0.3, -0.9], [0.3, -0.5, -1.5], [-0.4, -1.0, 0.1]],
  "e_above_lowest_ev": 1.527,
  "spin_multiplicity": 3,
  "s_squared": 2.01,
  "homo_ev": [-8.43, -11.26]
}


No. 16
{
  "formula": "CF3NO4S",
  "method": "the ωB97M-V functional and the def2-TZVPD basis",
  "elements": ["O", "N", "O", "S", "O", "O", "C", "F", "F", "F"],
  "xyz": [[0.03281, 1.03030, 1.55159], [0.82441, 1.21924, 0.61820], [1.38308, 2.10409, 0.14801], [0.79789, -0.31195, -0.32787], [1.02074, 0.05620, -1.66901], [1.54044, -1.36018, 0.24809], [-1.05107, -0.61292, -0.11752], [-1.68419, 0.48750, -0.36290], [-1.39802, -1.48383, -1.07738], [-1.46609, -1.12846, 0.98881]],
  "atomic_forces_ev_per_a": [[1.5, 1.7, -0.3], [-3.0, -3.7, 1.7], [1.6, 3.3, -0.2], [-0.4, -1.4, -1.2], [-0.2, 0.5, -0.7], [0.3, -0.4, 1.1], [-0.3, -1.2, -1.3], [-0.5, 1.7, -0.3], [0.7, -0.2, -0.4], [0.3, -0.4, 1.6]],
  "e_above_lowest_ev": 1.115,
  "homo_ev": -11.93,
  "smiles": "O=[N+]([O-])S(=O)(=O)C(F)(F)F"
}


No. 17
{
  "formula": "CF3O2S",
  "method": "the ωB97M-V functional and the def2-TZVPD basis",
  "elements": ["C", "O", "O", "F", "F", "F", "S"],
  "xyz": [[0.53796, 1.15274, -0.36998], [-0.59345, -0.80924, -1.59642], [-1.48983, -1.83144, 1.79601], [-0.68157, 1.75101, -0.44590], [1.06509, 1.60663, 0.80051], [1.29459, -1.28086, 0.00785], [-0.13278, -0.58884, -0.19207]],
  "atomic_forces_ev_per_a": [[-0.3, 0.1, 0.9], [0.8, -0.2, 2.5], [0.5, 0.3, -0.7], [0.0, 1.0, -0.4], [0.1, -0.1, -0.3], [0.2, -0.2, -0.2], [-1.3, -0.9, -1.9]],
  "e_above_lowest_ev": 5.119,
  "total_charge": -1,
  "homo_ev": [-3.61, -3.89]
}


No. 18
{
  "formula": "CF3O3STl",
  "method": "the ωB97M-V functional and the def2-TZVPD basis",
  "elements": ["Tl", "C", "F", "F", "F", "S", "O", "O", "O"],
  "xyz": [[-7.73359, 13.69035, -1.68527], [-11.10758, 15.07783, -5.90636], [-10.95565, 15.24308, -7.24768], [-11.14780, 16.27196, -5.36372], [-12.24293, 14.42753, -5.72414], [-9.59658, 13.98006, -5.38517], [-9.40351, 14.04328, -3.92655], [-9.95313, 12.64716, -5.79973], [-8.44691, 14.49549, -6.11128]],
  "atomic_forces_ev_per_a": [[-0.1, 0.0, 0.0], [-7.2, 4.4, -4.7], [1.3, -1.1, 2.4], [1.5, -2.0, 0.6], [2.4, -0.1, 0.9], [2.9, -3.5, 2.6], [-0.3, 1.1, -0.2], [-0.7, 0.4, -0.9], [0.4, 0.8, -0.7]],
  "spin_multiplicity": 2,
  "s_squared": 1.67,
  "total_charge": 3,
  "homo_ev": [-27.58, -26.99]
}


No. 19
{
  "formula": "CFNO2S2",
  "method": "the ωB97M-V functional and the def2-TZVPD basis",
  "elements": ["C", "N", "O", "O", "F", "S", "S"],
  "xyz": [[-0.09704, -0.89917, -0.06736], [0.08331, -1.27782, 0.98708], [1.93203, 1.62806, 1.52539], [-0.24177, 1.89971, 0.71698], [-1.84068, 0.36444, -0.95281], [-0.29776, -0.06267, -1.48478], [0.57999, 1.59496, 1.84029]],
  "atomic_forces_ev_per_a": [[0.7, 0.5, -1.5], [0.3, -1.2, 2.2], [3.7, -0.2, 0.1], [-1.2, 0.3, 0.1], [1.2, 0.0, -1.3], [-2.3, 0.3, 0.3], [-2.4, 0.1, 0.0]],
  "e_above_lowest_ev": 0.679,
  "homo_ev": -10.60
}


No. 20
{
  "formula": "CFNO4S",
  "method": "the ωB97M-V functional and the def2-TZVPD basis",
  "elements": ["C", "N", "O", "O", "O", "O", "F", "S"],
  "xyz": [[-1.83128, -0.64940, -0.03653], [-1.15159, -1.40301, -0.59692], [-2.59595, 0.14646, 0.37197], [0.20023, 1.25251, -0.74820], [1.68020, -0.76916, -0.73703], [0.55684, -0.13833, 1.32304], [2.21902, 1.31668, 0.46171], [0.92255, 0.24424, -0.03805]],
  "atomic_forces_ev_per_a": [[-0.1, -0.8, -1.3], [1.5, -2.4, -1.1], [-2.6, 2.7, 2.1], [-0.6, -0.1, -0.5], [-0.1, 0.6, -0.5], [-0.3, 0.5, -1.0], [0.3, -0.2, -0.3], [2.0, -0.3, 2.6]],
  "e_above_lowest_ev": 0.631,
  "total_charge": -2,
  "homo_ev": 0.10
}